[1]
ORCA calculation (ωB97M-V/def2-TZVPD) on a molecular structure, C26H35CrO5S.

Each line ends with the natural charge from an NBO analysis.
Element x y z (Å)
O: 0.344 -0.556 -5.858  -0.54
C: 0.197 0.802 -6.489  -0.07
C: 0.088 0.235 -7.901  -0.46
H: 1.058 1.477 -6.384  0.19
H: -0.721 1.278 -6.140  0.19
C: 0.216 -1.120 -7.196  0.26
H: 0.929 0.478 -8.561  0.21
H: -0.892 0.417 -8.370  0.21
C: 1.449 -1.887 -7.652  -0.62
H: 2.376 -1.297 -7.602  0.22
H: 1.318 -2.209 -8.698  0.21
H: 1.566 -2.795 -7.043  0.22
C: -1.037 -1.964 -7.386  -0.62
H: -1.962 -1.415 -7.135  0.21
H: -0.974 -2.876 -6.780  0.22
H: -1.121 -2.271 -8.439  0.21
Cr: -0.493 -1.477 1.664  0.86
C: -2.492 -1.355 2.527  -0.39
C: -2.054 0.016 2.661  -0.19
C: -1.662 0.495 1.365  -0.33
H: -2.265 0.628 3.524  0.23
C: -2.002 -0.513 0.395  -0.37
C: -2.537 -1.667 1.104  -0.35
H: -2.983 -2.533 0.641  0.22
H: -2.824 -1.971 3.350  0.22
H: -1.244 1.463 1.115  0.25
H: -2.016 -0.333 -0.675  0.22
C: 1.058 -2.697 2.659  -0.34
C: 0.294 -3.442 1.671  -0.37
C: 0.589 -2.842 0.375  -0.35
H: -0.301 -4.321 1.858  0.22
C: 1.530 -1.778 0.574  -0.34
C: 1.816 -1.681 1.972  -0.27
H: 2.574 -1.039 2.399  0.26
H: 1.144 -2.935 3.721  0.23
H: 0.275 -3.230 -0.602  0.22
H: 2.058 -1.225 -0.197  0.25
O: 1.403 0.362 -1.953  -0.54
C: 0.166 -0.387 -2.331  -0.11
C: -0.812 0.562 -3.083  -0.44
H: -0.302 -0.849 -1.421  0.21
H: 0.484 -1.204 -2.986  0.19
C: 0.106 1.791 -3.280  -0.43
H: -1.674 0.865 -2.445  0.20
H: -1.179 0.131 -4.029  0.22
C: 0.881 1.735 -1.942  -0.08
H: -0.405 2.742 -3.469  0.20
H: 0.789 1.527 -4.141  0.20
H: 0.150 1.885 -1.093  0.18
H: 1.698 2.466 -1.806  0.19
C: -0.181 2.559 9.467  -0.62
C: 0.203 2.257 8.033  -0.04
C: 1.017 1.160 7.708  -0.25
C: 1.273 0.853 6.375  -0.12
C: 0.757 1.673 5.368  -0.33
C: -0.003 2.801 5.676  -0.19
C: -0.271 3.087 7.012  -0.23
S: 0.876 1.182 3.634  2.40
O: 2.286 0.930 3.384  -1.00
O: 0.051 -0.075 3.726  -1.01
O: 0.238 2.227 2.841  -1.00
H: -0.806 1.772 9.928  0.21
H: 0.695 2.708 10.118  0.21
H: -0.769 3.487 9.457  0.21
H: 1.432 0.541 8.503  0.20
H: 1.859 -0.020 6.104  0.22
H: -0.393 3.422 4.883  0.24
H: -0.869 3.950 7.295  0.20

Relative energy (zero: lowest compared OMol25 entry of this formula, charge and spin): 37.5 kJ/mol
Energy: -2830.50143 hartree
Net charge: -1
Kohn-Sham gap (alpha / beta): 4.0 / 6.6 eV
⟨S²⟩: 6.0315
Multiplicity: 5
LUMO energy (alpha / beta): 2.139 / 2.138 eV

***

[2]
ORCA calculation (ωB97M-V/def2-TZVPD) on a gas-phase ion, C7H10N5O (charge +1).

Each line ends with the natural charge from an NBO analysis.
Element x y z (Å)
C: -0.473 -3.166 -1.279  -0.71
C: -0.208 -2.175 -0.285  0.51
N: 0.191 -0.895 -0.343  -0.48
C: 0.055 -0.341 1.025  0.22
C: 1.370 0.429 1.635  -0.61
C: -1.138 0.972 0.931  -0.35
C: -0.428 1.860 0.026  0.26
N: 0.035 1.529 -1.191  -0.58
C: 0.272 2.656 -1.823  0.40
O: 0.152 3.677 -0.987  -0.22
N: -0.357 3.178 0.176  -0.09
N: -0.455 -1.395 1.766  -0.04
N: -0.606 -2.339 1.020  -0.18
H: -1.395 -3.210 -1.748  0.29
H: -0.432 -4.210 -0.800  0.29
H: 0.330 -2.998 -1.963  0.26
H: 0.546 -0.183 -1.004  0.49
H: 1.935 -0.296 2.127  0.24
H: 0.941 1.176 2.378  0.25
H: 2.033 1.081 0.895  0.26
H: -1.198 1.332 1.945  0.28
H: -1.932 0.560 0.282  0.26
H: 0.762 2.758 -2.783  0.24

Relative energy (zero: lowest compared OMol25 entry of this formula, charge and spin): 505.5 kJ/mol
Energy: -621.36313 hartree
Net charge: +1
Kohn-Sham gap: 8.7 eV
SMILES string: CC1=[NH+][C@@](C)(Cc2ncon2)N=N1
Multiplicity: 1
LUMO energy: -5.700 eV